C7H9N as an isolated structure. Source: the Open Molecules 2025 dataset; level of theory: ωB97M-V/def2-TZVPD.

```
17
Properties=species:S:1:pos:R:3:forces:R:3
C -0.66125 0.48219 -1.69652 0.7 -0.1 0.2
C -0.71705 -0.26571 -0.36692 -0.8 -0.2 0.1
N -1.05164 -1.53414 -0.36816 0.0 0.4 -0.7
C -1.16963 0.65783 0.75962 0.0 0.4 -0.1
C -2.21541 1.12313 1.26010 0.5 -0.2 -0.1
H -1.87327 -1.71347 0.20680 0.5 0.0 0.7
H -0.15153 -0.13292 -2.43679 0.1 0.1 0.0
H -1.68412 0.64648 -2.04340 -0.1 -0.2 0.2
H -0.20948 1.46682 -1.59083 0.2 -0.1 0.0
H -2.92689 1.61468 1.88373 0.1 0.0 0.0
C 2.25921 -1.00178 0.27061 0.3 -0.1 -0.5
C 1.13738 -0.08246 0.46777 -0.5 0.5 0.6
C 0.63585 0.84860 1.17525 -0.3 -0.5 -0.5
H 2.80776 -0.78020 -0.64973 -0.2 -0.1 -0.1
H 1.88247 -2.02709 0.21769 0.0 0.0 -0.1
H 2.99484 -0.94186 1.07711 -0.2 0.1 0.1
H 0.94276 1.63992 1.83368 -0.3 0.1 0.2
```
Forces are in eV/Å.

The value obtained for the LUMO energy (spin up / spin down) is -0.0207 / -0.0159 Eh. The value obtained for the HOMO energy (spin up / spin down) is -7.86 / -7.90 eV. The value obtained for the HOMO-LUMO gap (spin up / spin down) is 7.302 / 7.469 eV.